[1]
A 13-piece molecular cluster, C35H84IN17O27PS3 overall in a non-equilibrium geometry, computed with wB97M-V/def2-TZVPD.

Each line ends with the Mulliken charge.
CARTESIAN COORDINATES (ANGSTROEM)
H -3.654 4.023 0.877  0.2336
C -7.542 -6.365 -3.123  -0.7978
H 1.137 -1.352 -3.583  0.8706
H -3.318 -2.441 -1.438  0.8515
C -1.238 3.822 0.033  -0.6881
S 1.157 -5.975 -1.854  -0.1257
N 5.052 -7.477 -3.141  0.9462
H 0.108 -7.004 0.918  0.2653
H -7.390 -6.013 -4.138  0.3273
O -2.286 5.824 4.018  -0.5396
H -2.440 8.804 3.706  0.2267
H -4.545 -9.841 7.010  0.2780
H -2.058 -2.375 -5.388  0.6110
H -4.055 -1.032 -0.099  0.5560
C -1.490 -5.161 6.570  -0.8274
H -4.339 5.277 -0.200  0.2742
H -1.630 -2.644 -1.883  -0.9273
H -3.373 -0.796 -3.742  0.4522
C 0.998 -1.502 -2.485  -0.1852
H 0.425 2.174 -3.975  0.3823
C -2.116 5.048 -0.447  -0.0420
O 12.548 -0.167 -0.851  -0.5271
H -3.138 0.181 0.826  0.4715
H -2.795 5.902 -5.249  0.2994
N -1.574 15.412 2.780  0.8726
C -2.362 0.764 -1.847  -0.9810
O -1.427 -6.779 4.911  -0.5391
C -0.816 15.143 4.029  -0.7036
C 11.376 1.453 -1.993  -0.7565
H -2.923 2.034 -0.033  0.1469
H -1.326 14.338 4.553  0.2686
C -2.361 -0.922 5.861  -0.6056
H -0.920 -2.738 -4.064  0.1169
H 13.539 -1.910 -3.957  0.2773
N 0.342 -0.339 -1.864  1.9549
O 13.203 -1.800 -6.520  -0.5364
H 1.561 -0.242 2.233  0.4040
H -4.439 5.241 -5.491  0.3202
O -5.525 -5.268 -2.831  -0.4288
O -5.311 6.467 -3.386  -0.5123
O -0.495 9.828 2.510  -0.5239
C -2.101 -0.556 -1.069  3.2465
C -0.102 0.663 -2.740  -0.8377
O -1.750 -7.415 6.944  -0.5305
O -1.175 2.739 -0.887  -0.3466
O -1.198 6.878 2.486  -0.4795
N -4.288 6.691 -3.995  0.9158
S 1.825 -3.662 -0.014  -0.0987
O 5.676 -7.388 -4.176  -0.5446
N 12.643 0.824 -1.543  0.8966
C -3.603 -2.076 2.282  -1.3080
H 1.511 -5.367 2.102  0.3059
H -1.809 0.684 -3.877  0.5924
H -0.683 1.527 2.416  0.2773
H -0.801 16.048 4.628  0.3201
H 5.548 1.621 -2.835  0.2183
N -6.398 -5.917 -2.288  0.7877
H 6.321 3.235 -2.861  0.3205
O 0.839 -0.725 1.806  -0.2321
H -0.966 11.364 0.477  0.2991
H 11.614 2.322 -2.600  0.3184
O 7.265 0.752 -1.112  -0.5481
C -4.774 -9.056 6.293  -0.5861
H -1.551 -1.732 1.637  0.0112
H -5.486 -9.400 5.547  0.2916
C -2.463 -1.888 -1.913  -0.1440
H -3.741 -6.054 -1.120  0.1227
H 4.291 -6.454 -1.469  0.2605
O -6.440 -8.186 7.623  -0.5374
H 10.819 1.743 -1.107  0.3197
H -4.810 -2.746 -3.217  0.3556
C -3.017 -0.739 0.217  -2.0975
N -5.411 -7.938 7.037  0.8808
O 13.682 1.345 -1.898  -0.5293
H -4.057 -2.817 -4.876  0.5483
P 0.087 0.349 0.728  0.0253
N -0.595 -5.148 0.071  0.7797
O -4.859 -6.856 7.007  -0.4998
H 2.617 -0.986 -0.983  0.2468
O -1.054 1.187 1.589  -0.4900
H -2.447 -2.902 0.568  -0.6823
H -3.394 0.666 -2.279  0.5544
O -3.704 7.751 -4.033  -0.5340
N -1.561 -6.569 6.102  0.9850
O 8.393 2.261 -2.158  -0.5111
C -2.430 2.091 -1.031  -1.2554
H -0.901 8.434 4.542  0.2769
H -2.896 -0.643 6.766  0.3223
C 6.089 2.365 -2.254  -0.6527
H 3.888 -3.210 -1.165  0.6043
C -0.422 -6.058 1.223  -0.4419
H -0.196 4.194 0.186  0.3756
C -3.862 -2.902 -3.774  -1.6479
C 0.430 -5.414 2.392  -1.0266
O -1.684 14.491 1.993  -0.5841
H 5.532 2.653 -1.364  0.2884
H 4.326 -5.526 -2.997  0.2229
H -1.544 -5.242 -1.876  0.3853
H 2.066 1.142 0.638  0.3000
H -1.402 -6.373 1.642  0.4194
N -1.460 1.013 -2.982  -0.2875
C 4.864 -6.226 -2.363  -0.6746
H 5.851 -5.849 -2.105  0.3481
H -2.439 -4.930 7.048  0.3579
H -2.454 7.880 5.235  0.3313
C -3.058 -5.610 -0.356  -0.4203
H 0.322 -5.995 3.335  0.3969
H -3.867 -8.688 5.822  0.1640
H -1.401 -6.824 -1.060  0.5331
H 2.835 1.308 -1.888  0.2401
H -7.566 -7.452 -3.089  0.2962
O -0.056 -1.069 5.910  -0.5471
O -2.053 11.119 3.263  -0.5737
H -1.602 3.520 1.052  0.2471
H 0.213 12.143 1.585  0.2399
N -1.787 6.825 3.544  0.8444
C -3.701 5.561 -4.758  -0.4624
H -3.078 2.790 -1.639  0.6679
H 10.831 0.714 -2.576  0.2796
O -2.028 16.520 2.631  -0.5078
H 15.047 -1.356 -4.757  0.2876
H -2.928 -1.644 5.277  0.1741
H -0.667 -5.093 7.275  0.3659
H 0.508 -2.487 -2.324  -0.4746
C -0.824 11.847 1.441  -0.7959
C 14.026 -1.096 -4.488  -0.5331
N 1.177 1.409 0.194  -0.6976
O 12.778 0.226 -5.917  -0.5300
H 14.005 -0.184 -3.899  0.1469
H -3.364 -3.876 -3.574  0.2194
C -1.583 -5.731 -0.868  -0.9536
H 3.180 -1.303 -2.664  0.4309
H 2.695 -3.785 -2.368  0.2702
N 0.769 1.434 -3.364  0.2114
C -2.521 -1.942 1.126  1.3032
N -1.094 -1.577 6.274  0.9723
N -1.151 10.849 2.492  0.9874
H -3.242 -6.193 0.582  0.4188
O -1.191 -2.579 6.950  -0.5500
S 2.481 1.326 -3.219  -0.1850
H -3.414 5.742 1.296  0.1932
H 0.071 -4.362 2.535  0.1158
C -0.558 -0.636 -0.742  -1.8142
H -0.348 -1.705 -0.454  0.1353
H -1.491 12.704 1.550  0.4493
C 2.468 -1.650 -1.868  -0.6441
H -1.086 -1.028 -4.720  0.1571
N 7.358 1.741 -1.804  0.9055
H 0.192 14.851 3.743  0.2645
I -5.416 -3.076 1.655  0.0282
H -3.402 -4.564 -0.189  -0.2277
C -3.450 5.034 0.436  -0.8662
H -8.446 -5.937 -2.695  0.3105
H -3.480 4.766 -4.049  -0.0103
C 0.690 -4.973 -0.592  -0.3254
O -6.418 -6.231 -1.119  -0.4829
H -2.123 -0.045 5.267  0.2436
N 13.273 -0.870 -5.748  0.8867
C -1.906 8.088 4.321  -0.6785
H -1.321 -4.517 5.716  0.1973
H -1.595 6.008 -0.232  0.4387
H -3.150 -2.577 3.167  0.3320
H -2.398 4.913 -1.516  -0.0489
H -3.884 -1.045 2.612  0.5445
C 2.816 -3.123 -1.480  -1.2113
O 4.572 -8.493 -2.691  -0.5292
C -2.836 -1.717 -3.425  0.1555
C -1.630 -1.962 -4.442  -1.1493

Values from the calculation:
Charge: +1
Kohn-Sham gap: 7.36 eV
HOMO: -10.833 eV

***

[2]
A 3-piece molecular cluster, C35H85N7O9P5S2 overall in a non-equilibrium geometry, computed with wB97M-V/def2-TZVPD.

Each line ends with the Mulliken charge.
CARTESIAN COORDINATES (ANGSTROEM)
H -8.570 -2.062 3.806  0.0768
C -4.559 -2.714 2.020  -1.4445
H 7.902 3.858 -0.185  0.3043
H -8.242 -3.105 -4.216  0.2707
C -0.309 0.234 -2.107  -0.9451
H -1.003 -0.975 0.082  0.0772
O -3.264 -2.043 -0.405  -0.6078
H 3.407 3.661 -0.742  0.2465
H -3.666 1.818 -1.457  0.7137
H 2.583 0.369 1.818  0.0134
H -5.628 -4.065 -2.260  0.4763
C -6.507 0.070 -0.029  -1.0312
C 8.077 4.653 -0.905  -1.0880
H -10.407 -0.501 -3.876  0.3531
C -5.858 -2.651 4.689  0.5224
O -3.933 1.483 2.554  -0.1832
H -6.154 -0.849 5.736  0.3544
H 3.419 -0.752 5.310  0.5906
P -2.727 2.614 2.321  -0.4453
N 6.329 2.918 -4.175  0.3433
H 8.070 3.240 -5.372  0.2972
C 4.448 0.163 3.644  0.3396
H -8.507 -1.261 0.814  0.1152
H 4.935 -2.496 -1.869  0.3545
P -1.282 1.516 -1.222  -0.5719
H 1.558 0.268 3.273  0.3156
H -6.517 -3.514 -0.821  0.3304
H 5.165 1.166 -4.116  0.2702
C 5.184 -4.012 1.316  -1.1814
H 7.208 -2.047 1.192  0.1952
H 0.992 3.807 1.530  0.0752
N 7.023 4.681 -1.913  0.2983
H -3.291 0.842 -0.015  -0.6972
C -3.048 1.019 -1.063  -0.3394
H 5.874 -4.048 -0.743  0.3479
H 3.206 1.762 4.444  0.2782
H 5.996 1.452 -5.639  0.3649
C -4.158 -4.846 3.369  -1.4694
S -1.200 -0.130 2.369  -0.4294
H 8.070 5.595 -0.350  0.3703
H -2.960 -3.098 3.315  0.2005
N -8.356 -0.657 -3.599  0.4144
C -9.628 -0.076 -3.234  -1.0476
H 4.617 -1.913 1.620  -0.6301
H 7.080 -4.474 0.415  0.4500
C 5.727 -2.549 3.387  -0.6246
C 6.099 1.536 -4.556  -1.0826
H 3.805 3.090 -4.072  0.2807
H -4.695 -5.193 2.489  0.3252
H -4.134 3.194 0.606  0.3129
H -8.939 -3.339 -2.602  0.2414
H -4.432 1.317 1.743  0.1251
C 4.791 -2.819 2.190  0.3698
H 5.688 -1.616 5.345  0.4417
C -8.012 -3.359 -3.184  -0.8659
H -1.051 -2.209 1.316  0.6184
C -1.508 -1.267 0.996  -0.7850
N -3.235 3.542 0.929  -0.6429
C 6.110 -1.230 -0.487  0.2468
C -4.027 -3.303 3.322  0.9515
C -2.937 -1.647 0.701  0.0245
H 7.212 6.749 -2.102  0.3539
O 0.833 1.703 0.503  -0.1745
O -0.231 2.173 2.703  -0.4665
H 3.989 -1.734 -0.536  0.2209
C 4.985 -2.096 4.659  -1.3551
H 0.445 -0.256 -1.488  0.2463
H 1.749 3.144 3.235  0.0837
H -9.928 -0.343 -2.225  0.3102
H 7.171 4.703 -4.922  0.3011
C -1.150 1.634 1.794  1.6596
H 4.549 -0.799 -1.874  0.2527
H 5.467 -4.838 1.970  0.4606
O -3.833 -1.524 1.712  0.8978
O -6.526 -3.645 4.842  -0.5477
O -6.379 0.563 -2.628  -1.0035
H 6.501 3.647 -6.111  0.3558
C 4.828 -1.630 -1.221  -1.1428
H 6.912 0.872 -4.235  0.2789
H 2.657 2.746 1.354  -0.4728
H 5.064 3.619 -0.189  0.3228
H -2.593 3.476 0.145  0.4011
C 6.917 -2.375 0.199  -0.8074
H -7.647 -4.388 -3.202  0.3674
H 0.199 0.659 -2.965  0.3579
H -9.210 -1.783 -0.690  0.2891
H 5.804 -0.543 0.304  -0.2262
N -6.999 -2.496 -2.608  0.0856
H -4.681 -5.165 4.262  0.4019
C 7.069 3.652 -5.173  -1.0854
H -7.440 0.546 -5.098  0.2560
H 2.893 3.996 -2.900  0.3448
H -4.419 -3.465 1.245  0.5783
C 2.215 0.917 2.695  -0.4264
H 4.834 -0.081 2.654  -0.4337
H 4.279 -4.342 0.801  0.2788
C -8.630 -0.976 -0.233  -1.0249
O 7.661 2.316 -2.127  -0.9701
C 3.900 -1.054 4.377  -0.2020
N 4.847 3.599 -2.293  0.3439
H -6.028 -0.611 3.986  0.0290
H 8.037 5.836 -3.373  0.3371
H 6.392 -3.395 3.565  0.5448
H -3.163 -5.285 3.351  0.3567
H 4.587 -2.977 5.171  0.3285
S -8.247 -1.236 4.808  -0.1969
H 5.294 0.533 4.240  0.2970
H -5.627 -2.487 2.040  0.3576
H -0.618 3.067 0.413  0.8736
H -6.488 -0.282 1.008  0.1803
H 6.379 -1.710 3.132  0.2903
C 3.455 1.313 3.480  -1.1188
H 6.258 6.010 -3.360  0.2710
H -6.877 1.105 -0.039  0.3892
H 4.128 4.821 -3.863  0.2061
O -4.519 -2.649 4.504  -0.3780
H 3.965 2.086 2.894  0.3749
H -5.475 0.063 -0.373  0.1093
C -6.446 -1.245 4.763  -0.1605
H 3.827 -3.071 2.637  0.6062
H 6.749 -0.637 -1.140  0.4472
H 7.850 -2.478 -0.361  0.5137
H -9.220 -0.050 -0.254  0.3869
C -7.996 -0.392 -4.983  -1.1286
H -5.200 -2.546 -1.496  0.0068
N -7.328 -0.817 -0.845  0.5626
P -7.002 -0.801 -2.551  0.8204
H 3.094 -1.474 3.774  0.0279
C -0.524 1.968 0.415  -1.6614
C 6.273 -3.762 0.227  -0.7363
H 9.073 4.506 -1.342  0.2940
H -3.272 0.108 -1.612  0.4337
H -9.655 1.018 -3.331  0.2938
H -7.377 -1.204 -5.382  0.3482
H 4.420 5.116 -0.877  0.2603
H -0.989 -0.552 -2.444  0.3737
P 1.368 2.484 2.000  0.3974
C 3.886 3.890 -3.340  -0.8614
H -8.890 -0.337 -5.605  0.3779
C 4.412 4.025 -0.962  -0.9770
P 6.459 3.148 -2.468  0.7915
C 7.142 5.859 -2.736  -1.1798
C -6.041 -3.189 -1.752  -0.7850

Values from the calculation:
Charge: -1
Kohn-Sham gap: 6.30 eV
HOMO: -4.448 eV